{"formula": "C6H14N3OP", "method": "the ωB97M-V functional and the def2-TZVPD basis", "de_lowest_ev": 0.625, "e_tot_ha": -817.7357, "e_lumo_ev": [-0.7, -0.5], "multiplicity": 1, "charge": 0, "symbols": ["C", "C", "C", "C", "C", "C", "N", "N", "N", "O", "P", "H", "H", "H", "H", "H", "H", "H", "H", "H", "H", "H", "H", "H", "H"], "coordinates": [[-0.5379, -2.3487, 1.0893], [-0.2312, -2.3305, -0.3470], [-3.1671, 1.2851, -0.4756], [-3.2554, 0.4918, 0.7676], [2.4805, 1.8609, 0.4639], [2.4811, 0.0481, -1.1563], [0.6030, -1.6241, 0.5894], [-2.6513, -0.0362, -0.4081], [2.0359, 0.5346, 0.1213], [0.3663, 0.5078, 2.1279], [0.5333, 0.0706, 0.7373], [-1.3862, -1.7763, 1.4416], [-0.2958, -3.2218, 1.6817], [0.2319, -3.1991, -0.8013], [-0.8820, -1.7479, -0.9903], [-4.0557, 1.4200, -1.0875], [-2.4716, 2.1153, -0.5376], [-2.6049, 0.7393, 1.6029], [-4.2073, 0.0593, 1.0620], [1.9663, 2.1766, 1.3700], [3.5567, 1.8427, 0.6591], [2.2902, 2.5822, -0.3375], [2.0780, -0.9495, -1.3165], [2.1772, 0.7001, -1.9828], [3.5721, -0.0109, -1.1464]], "forces_ev_per_angstrom": [[-0.5296, -0.4199, 0.4049], [-0.4664, -0.4444, -0.8244], [-0.5285, 0.8398, 0.1371], [-0.4169, 0.5503, 0.6473], [0.1981, 0.3091, 0.2029], [0.0983, -0.2052, -0.1771], [0.8666, 0.8125, 0.2053], [0.8658, -1.0118, -0.5180], [-0.6982, -0.1232, 0.1900], [-0.4035, 0.4771, 0.9084], [0.6045, -0.5451, -0.7697], [-0.0575, 0.0222, -0.0431], [0.0258, 0.0088, 0.0097], [0.0193, 0.0337, 0.0034], [-0.0096, -0.0369, 0.0584], [0.0449, -0.0791, -0.0235], [0.1363, -0.1154, -0.0110], [0.0905, -0.0771, -0.0780], [0.0219, -0.0815, -0.0567], [0.1086, 0.0995, -0.0144], [-0.0260, 0.0352, -0.0063], [-0.0324, 0.0346, -0.0236], [0.0979, -0.0338, -0.1187], [-0.0040, -0.0013, -0.0219], [-0.0058, -0.0483, -0.0808]]}